a.
Here is a cluster of 2 separate species, C4H7NO in total from the OMol25 dataset. Energies are from wB97M-V/def2-TZVPD.

The HOMO energy comes out at -9.585 eV. The SMILES is O[C@H]1C[C@]12C=N2.[H][H]. The value obtained for the gap between HOMO and LUMO is 0.39030 Eh. The LUMO energy is 1.036 eV.

```
13
C4H7NO, DFT wB97M-V/def2-TZVPD
C 0.146 1.572 1.042
O 0.338 -1.300 -1.175
H 0.832 0.926 -2.320
H -0.129 2.586 1.308
C -0.634 -1.105 1.171
C -0.601 -0.722 -0.320
H 0.111 -1.828 1.500
C -0.148 0.215 0.712
N 1.187 0.888 0.853
H -1.554 -0.580 -0.824
H 1.215 -1.013 -0.881
H 0.838 1.549 -2.728
H -1.602 -1.187 1.662
```

b.
Here is a structure of composition C4H7NO from the OMol25 dataset. Energies are from wB97M-V/def2-TZVPD.

The HOMO energy comes out at -8.172 eV. The value obtained for the gap between HOMO and LUMO is 0.30516 Eh. The LUMO energy is 0.132 eV.

```
13
C4H7NO, DFT wB97M-V/def2-TZVPD
H 0.983 0.525 -1.399
H -2.130 -1.070 0.338
N -0.327 -0.029 0.317
H 0.537 -2.031 0.440
H -1.782 -0.143 -1.153
C 0.649 -0.980 0.206
C 1.620 0.131 0.610
O 2.713 0.219 1.080
C -1.716 -0.140 -0.058
H 1.050 -0.350 -1.392
C 0.478 1.069 0.221
H -2.273 0.709 0.343
H 0.197 2.089 0.446
```

c.
Here is the molecule C4H7NO from the OMol25 dataset. Energies are from wB97M-V/def2-TZVPD.

The HOMO energy comes out at -9.556 eV. The SMILES is CN1C[C@H]1C=O. The value obtained for the gap between HOMO and LUMO is 0.38502 Eh. The LUMO energy is 0.921 eV.

```
13
C4H7NO, DFT wB97M-V/def2-TZVPD
H -0.191 1.508 1.312
H -0.101 -0.941 1.280
C -1.578 -1.262 -0.307
C -0.542 -0.463 0.402
H 2.135 -0.231 -1.191
C 1.720 0.335 -0.350
H -1.413 1.562 -0.066
C -0.590 1.034 0.413
H 2.084 -0.108 0.589
H -1.844 -0.845 -1.302
O -2.061 -2.281 0.123
N 0.276 0.335 -0.487
H 2.104 1.357 -0.417
```

d.
Here is a structure of composition C4H7NO from the OMol25 dataset. Energies are from wB97M-V/def2-TZVPD.

The HOMO energy comes out at -9.793 eV. The value obtained for the gap between HOMO and LUMO is 0.37265 Eh. The LUMO energy is 0.347 eV.

```
13
C4H7NO, DFT wB97M-V/def2-TZVPD
H 1.082 -0.465 -1.705
C 0.992 -0.882 0.513
C -0.310 1.444 0.594
H -1.520 -0.787 0.030
H 0.473 -1.649 1.070
C -1.020 -0.394 -0.854
H 0.608 2.037 0.789
O -1.393 1.711 1.072
C 0.449 -0.495 -0.817
H -1.564 -0.492 -1.783
H 0.423 0.161 1.253
H 2.092 -1.024 0.519
N -0.313 0.834 -0.681
```

c (155.6 kJ/mol below the next structure)

a.
Here is the molecule C4H7NO from the OMol25 dataset. Energies are from wB97M-V/def2-TZVPD.

The HOMO energy comes out at -8.945 eV. The SMILES is [H]/N=C\C(C)=C/O. The value obtained for the gap between HOMO and LUMO is 0.36175 Eh. The LUMO energy is 0.899 eV.

```
13
C4H7NO, DFT wB97M-V/def2-TZVPD
C 0.093 0.225 0.084
H -0.981 -1.390 -1.480
C 1.229 -0.165 -0.512
H 2.055 0.511 -0.722
C -0.976 -0.775 0.297
H -1.187 1.918 0.411
O 1.520 -1.433 -0.890
H 0.017 1.683 1.682
H -1.415 -0.835 1.299
N -1.434 -1.584 -0.580
H 0.502 2.345 0.109
C -0.151 1.617 0.600
H 0.826 -2.012 -0.532
```

b.
Here is a structure of composition C4H7NO from the OMol25 dataset. Energies are from wB97M-V/def2-TZVPD.

The HOMO energy comes out at -7.791 eV. The value obtained for the gap between HOMO and LUMO is 0.32315 Eh. The LUMO energy is 1.002 eV.

```
13
C4H7NO, DFT wB97M-V/def2-TZVPD
H 0.313 -1.877 -1.072
O 1.913 0.518 0.540
H 1.238 0.517 1.273
H 0.898 0.722 -1.298
N -0.650 0.730 0.896
C 0.380 -1.193 -0.220
C -0.572 0.911 -0.519
H -1.505 1.097 1.297
H 0.718 -1.759 0.657
H -1.880 -0.878 0.017
C 1.273 0.019 -0.518
C -0.897 -0.420 -0.003
H -1.226 1.613 -1.049
```

a (376.9 kJ/mol below the next structure)

a.
Here is the molecule C4H7NO from the OMol25 dataset. Energies are from wB97M-V/def2-TZVPD.

The HOMO energy comes out at -9.102 eV. The SMILES is C=CO[C@H]1CN1. The value obtained for the gap between HOMO and LUMO is 0.37432 Eh. The LUMO energy is 1.084 eV.

```
13
C4H7NO, DFT wB97M-V/def2-TZVPD
C -0.621 -0.220 -1.968
H -0.021 -2.246 -1.721
C 0.751 0.423 1.827
H 1.740 -0.022 1.888
C -0.131 -1.246 -1.284
H -1.003 -0.344 -2.971
H -1.207 0.022 0.812
H -0.023 2.053 0.810
C -0.118 -0.031 0.735
N 0.586 1.250 0.625
H -0.571 0.778 -1.548
H 0.314 0.722 2.779
O 0.304 -1.139 0.015
```

b.
Here is the molecule C4H7NO from the OMol25 dataset. Energies are from wB97M-V/def2-TZVPD.

The HOMO energy comes out at -9.808 eV. The SMILES is CC(=O)N1CC1. The value obtained for the gap between HOMO and LUMO is 0.39928 Eh. The LUMO energy is 1.057 eV.

```
13
C4H7NO, DFT wB97M-V/def2-TZVPD
N -0.423 0.285 0.585
C 0.095 0.929 -1.687
H -0.820 -1.748 1.227
H 0.825 1.517 -1.122
C 0.817 -0.242 1.146
H -0.919 -0.446 2.530
C -0.510 -0.764 1.574
C -0.596 -0.059 -0.774
H 0.578 0.401 -2.513
H 1.406 -0.892 0.494
H -0.648 1.618 -2.106
H 1.396 0.436 1.769
O -1.237 -1.015 -1.154
```

c.
Here is a structure of composition C4H7NO from the OMol25 dataset. Energies are from wB97M-V/def2-TZVPD.

The HOMO energy comes out at -8.563 eV. The value obtained for the gap between HOMO and LUMO is 0.34298 Eh. The LUMO energy is 0.770 eV.

```
13
C4H7NO, DFT wB97M-V/def2-TZVPD
O -0.201 -2.010 -0.142
C 0.134 0.323 -0.116
C -0.239 -0.981 0.520
H -1.067 -0.041 2.315
N 0.663 1.687 -2.005
H 0.535 -1.345 2.673
H 0.338 -0.493 -2.095
H 0.184 1.225 0.535
H 0.689 1.820 -3.031
H -1.272 -2.049 2.190
H 0.433 2.511 -1.352
C 0.364 0.422 -1.444
C -0.562 -1.069 1.952
```

d.
Here is the molecule C4H7NO from the OMol25 dataset. Energies are from wB97M-V/def2-TZVPD.

The HOMO energy comes out at -8.771 eV. The SMILES is C=CC(=O)NC. The value obtained for the gap between HOMO and LUMO is 0.34461 Eh. The LUMO energy is 0.606 eV.

```
13
C4H7NO, DFT wB97M-V/def2-TZVPD
C -0.050 1.052 -0.257
H 3.253 -0.063 0.313
N -0.558 -0.290 -0.245
H 1.454 1.249 1.242
C -1.964 -0.565 -0.028
H 2.111 -0.889 -0.862
C 1.249 0.577 0.419
O -0.710 2.009 0.069
H -2.117 -1.285 0.779
H -2.461 0.371 0.227
H -0.040 -1.070 -0.626
C 2.252 -0.146 -0.087
H -2.416 -0.951 -0.944
```

b (79.0 kJ/mol below the next structure)

a.
Here is the molecule C4H7NO from the OMol25 dataset. Energies are from wB97M-V/def2-TZVPD.

The HOMO energy comes out at -9.590 eV. The SMILES is C1N[C@H]1[C@H]1CO1. The value obtained for the gap between HOMO and LUMO is 0.39498 Eh. The LUMO energy is 1.158 eV.

```
13
C4H7NO, DFT wB97M-V/def2-TZVPD
H -0.833 0.728 1.316
H 0.901 -1.350 -0.858
C -0.526 0.298 -0.634
H 2.893 -0.191 0.175
C 0.740 -0.433 -0.290
H 1.861 1.304 0.495
H -0.510 0.840 -1.578
C -1.780 -0.318 -0.153
H -2.693 -0.248 -0.737
C 1.897 0.231 0.306
O 1.015 -0.559 1.099
N -1.292 0.931 0.429
H -1.674 -1.232 0.431
```

b.
Here is the molecule C4H7NO from the OMol25 dataset. Energies are from wB97M-V/def2-TZVPD.

The HOMO energy comes out at -9.398 eV. The value obtained for the gap between HOMO and LUMO is 0.32042 Eh. The LUMO energy is -0.679 eV.

```
13
C4H7NO, DFT wB97M-V/def2-TZVPD
C 2.100 0.585 0.251
C 0.305 -1.260 0.103
N -0.225 0.076 -0.016
C 0.745 1.017 -0.028
C -1.638 0.378 0.007
H -2.166 -0.072 -0.841
H 2.634 0.372 -0.690
H -2.090 0.013 0.938
O 0.652 2.236 -0.173
H -1.749 1.464 -0.041
H -0.282 -1.869 0.795
H 1.316 -1.171 0.556
H 0.399 -1.771 -0.862
```

c.
Here is a cluster of 2 separate species, C4H7NO in total from the OMol25 dataset. Energies are from wB97M-V/def2-TZVPD.

The HOMO energy comes out at -10.888 eV. The SMILES is C=CCC#N.O. The value obtained for the gap between HOMO and LUMO is 0.42598 Eh. The LUMO energy is 0.703 eV.

```
13
C4H7NO, DFT wB97M-V/def2-TZVPD
H 1.096 1.626 0.322
H -1.306 -0.959 0.716
H 2.360 -1.920 0.655
C 0.999 0.955 -0.529
C -2.423 0.496 -0.323
H -0.965 0.693 1.197
H -0.076 -0.578 -1.485
O 1.806 -1.411 1.259
H 1.247 -0.893 0.664
C -0.038 0.131 -0.660
N -3.348 0.855 -0.917
H 1.830 0.943 -1.230
C -1.181 0.061 0.329
```

d.
Here is a structure of composition C4H7NO from the OMol25 dataset. Energies are from wB97M-V/def2-TZVPD.

The HOMO energy comes out at -9.910 eV. The value obtained for the gap between HOMO and LUMO is 0.40329 Eh. The LUMO energy is 1.064 eV.

```
13
C4H7NO, DFT wB97M-V/def2-TZVPD
C -1.308 -0.592 0.061
H -1.799 0.975 -1.374
C -1.402 0.859 -0.360
H 2.420 0.555 0.844
C 1.967 -0.259 0.281
O -0.139 -1.028 -0.609
N 0.016 1.209 -0.201
H -2.004 1.458 0.331
H 2.031 -1.193 0.853
H -0.672 -0.390 1.099
H -2.169 -1.265 -0.133
C 0.589 0.071 -0.120
H 2.472 -0.399 -0.672
```

c (98.6 kJ/mol below the next structure)